1.
Entry from the OMol25 dataset: C22H31FFeN6O5S as an isolated structure (ωB97M-V/def2-TZVPD).

Geometry as ORCA input:
```
! wB97M-V def2-TZVPD RIJCOSX def2/J DEFGRID3
* xyz 3 6
Fe 2.27352 -1.88080 1.40374
S 3.50373 -1.92332 3.34796
F -0.02696 4.42740 0.89971
O 3.29110 -2.51793 0.01466
O 5.52197 -2.50390 -0.17754
O 0.79291 -2.93901 1.38693
O 1.24208 -0.35043 0.95355
O -0.64156 -3.85120 -0.07020
N 3.60067 -2.67849 5.83413
N 5.72876 -4.72006 -1.52956
N -4.74507 5.98719 0.84492
N -2.59465 -0.22745 -0.48935
N 1.74964 -3.43739 4.70112
N -2.69592 4.59784 0.05946
C 3.73901 -3.95467 -2.65723
C -0.02838 2.11459 0.73531
C -3.58591 4.90562 -1.04865
C 0.01266 -0.34763 0.55478
C 2.87977 -2.75179 4.73213
C 5.91140 -4.86393 -3.02743
C -0.19162 -2.88924 0.48327
C -2.63070 2.19313 -0.22493
C -1.97015 0.96044 -0.12043
C -4.95046 5.35332 -0.50898
C 4.31935 -4.23545 -1.26414
C -3.90771 0.19982 -2.56466
C -2.01964 3.38113 0.14295
C -0.68417 3.29619 0.61010
C -3.93946 -0.23456 -1.10856
C -1.97745 -1.38697 -0.28747
C -3.46188 6.76471 0.88858
C 4.43554 -2.98998 -0.39205
C 4.48797 -4.94123 -3.55415
C -0.66145 0.91047 0.38432
C -0.71456 -1.50597 0.25083
C -2.27994 5.78847 0.80390
H -5.64657 4.52686 -0.38414
H -3.48874 7.46137 0.05311
H 3.32822 -3.14477 6.68671
H 1.22048 -3.50402 3.84651
H 0.99516 2.10599 1.08338
H 2.66148 -4.09477 -2.66921
H -4.71045 5.25810 1.55890
H 4.43412 -4.67970 -4.60801
H -1.44238 6.31381 0.34037
H 3.74999 -5.00511 -0.74586
H -3.48561 1.19688 -2.69066
H 4.08703 -5.94868 -3.42965
H -4.59885 0.38740 -0.50529
H -3.42404 7.33801 1.81147
H -5.40461 6.09776 -1.15995
H -3.71218 4.04542 -1.69915
H 1.39069 -3.91552 5.51422
H 6.42167 -3.97077 -3.38108
H -3.31729 -0.49568 -3.16063
H 6.52652 -5.73275 -3.24153
H -1.97199 5.48943 1.80370
H -4.31304 -1.25252 -1.03064
H 5.92804 -5.59098 -1.04242
H -4.92220 0.20323 -2.96159
H -3.64743 2.22444 -0.58571
H -5.53803 6.58908 1.07287
H 6.32819 -3.98088 -1.12399
H -3.14802 5.69875 -1.66238
H 4.46158 -2.15456 5.84031
H -2.50549 -2.28638 -0.57970
H 3.96125 -2.92837 -2.95697
*
```

Properties
HOMO-LUMO gap (spin up / spin down) (hartree): 0.3110 / 0.2655
ΔE to the lowest compared entry with this formula, charge and spin (kcal/mol): 12.4
Energy (eV): -90415.3952
HOMO (spin up / spin down) (eV): -15.8 / -15.8

Here are the Mulliken charges for atoms 1 to 5, given in e:
1 Fe 1.091
2 S -0.258
3 F -0.319
4 O -0.766
5 O -0.632


2.
Entry from the OMol25 dataset: one molecule with the formula C22H31N3O5 (ωB97M-V/def2-TZVPD).

Geometry as ORCA input:
```
! wB97M-V def2-TZVPD RIJCOSX def2/J DEFGRID3
* xyz 0 1
O 1.25712 0.73068 -2.13165
O -3.22839 0.64831 -1.77904
O 1.44479 1.75678 3.32264
O 1.70526 -1.17733 -0.99307
O -4.59952 2.49372 -0.31878
N -1.93630 -1.12335 -1.24280
N 0.37117 -1.19867 -2.81950
N 1.78256 -0.06110 2.03394
C -1.29880 1.74490 2.76335
C 4.61027 -1.95171 3.41700
C -0.49620 -0.47728 -3.72609
C -2.60456 1.88311 2.33848
C -1.16241 -3.09650 -2.41582
C -2.49198 0.07838 -0.98820
C -3.03396 1.34250 1.13202
C 0.24617 -2.63786 -2.84623
C 3.19691 -1.40478 3.56711
C 1.02613 0.95129 2.50992
C 3.12904 -0.29507 2.50403
C -2.10975 0.64455 0.34395
C 4.07717 -0.75225 1.37718
C -4.47002 1.53520 0.69645
C 1.35284 2.81649 -0.93512
C 1.15821 -0.59080 -1.90919
C 2.06206 1.50873 -1.24135
C -2.13466 -1.91510 -2.44624
C -1.89701 -1.10718 -3.72815
C -0.37792 1.03835 1.99435
C -0.79764 0.49524 0.78828
C 4.79387 -2.00496 1.90131
H -4.88815 0.56841 0.37327
H -0.07134 -0.48958 -4.73654
H 5.84319 -2.02892 1.61162
H 2.24728 0.93945 -0.32634
H 1.95950 3.40122 -0.25010
H -2.01475 -1.78951 -4.57082
H 1.01213 -3.04886 -2.18748
H -0.08727 -0.01361 0.15747
H 1.41493 -0.73765 1.38285
H -1.51762 -3.87144 -3.09459
H 3.46276 0.65040 2.94141
H 1.19641 3.38375 -1.84868
H -4.16734 2.12013 -1.10856
H -2.64804 -0.32397 -3.81103
H -1.13971 -3.52521 -1.41242
H 4.31454 -2.90218 1.50750
H 0.45178 -2.96860 -3.86958
H -0.96269 2.18318 3.69069
H 3.01977 1.69355 -1.74036
H 0.38731 2.62860 -0.47166
H 5.32505 -1.25605 3.85868
H -3.17064 -2.28287 -2.45314
H -0.54659 0.55790 -3.38980
H -3.31044 2.42876 2.94656
H -5.06033 1.90307 1.53988
H 4.73740 -2.92503 3.88889
H 2.98313 -1.02600 4.56457
H 4.79112 0.03608 1.14120
H 3.51456 -0.97905 0.47270
H 2.46835 -2.18213 3.32633
H -1.36709 -1.54488 -0.52616
*
```

Properties
SMILES: CCOC(=O)N1CCC(NC(=O)c2cc(C(=O)NC3CCCC3)ccc2CO)CC1
HOMO-LUMO gap (hartree): 0.3586
ΔE to the lowest compared entry with this formula, charge and spin (kcal/mol): 0.0
Energy (eV): -38027.4648
HOMO (eV): -9.3

Here are the Mulliken charges for atoms 1 to 5, given in e:
1 O -0.351
2 O -0.795
3 O -0.722
4 O -0.726
5 O -0.601


3.
Entry from the OMol25 dataset: one molecule with the formula C22H31N3O5S (ωB97M-V/def2-TZVPD).

Geometry as ORCA input:
```
! wB97M-V def2-TZVPD RIJCOSX def2/J DEFGRID3
* xyz 0 1
S 1.45678 2.04316 -0.32934
O 2.86345 1.77598 -0.46304
O -2.09877 -1.81332 1.73579
O 0.92029 3.18535 -1.01495
O 1.88848 -0.62267 1.88342
O -4.14116 -1.08197 0.30879
N 1.16121 2.23270 1.29164
N -0.75420 -0.94439 -1.65648
N 3.26624 -1.20942 0.20314
C -5.41343 -0.73865 -0.19893
C 0.11657 -1.60706 -0.83054
C -3.25329 -0.08897 0.62726
C 4.46176 -1.18792 1.02786
C 0.61137 0.57697 -0.82886
C -1.11281 -2.22374 2.65788
C -1.27296 1.76061 1.32788
C 2.08097 -0.83539 0.68704
C -2.37348 2.15429 0.59301
C -5.43714 -0.58869 -1.71934
C 5.09705 -1.51350 -1.23376
C 0.98781 -0.68525 -0.30706
C -0.46266 0.38822 -1.66396
C 0.02847 -3.07324 -0.60338
C -2.14191 -0.49334 1.39907
C -0.15582 2.72336 1.64259
C -1.18040 1.39660 -2.48281
C -1.85550 -1.57896 -2.32568
C 3.59210 -1.25439 -1.21266
C 5.56492 -0.81991 0.04369
C -1.18502 0.43812 1.75611
C -3.36232 1.23882 0.25606
H 5.56988 0.25929 -0.10718
H -0.14471 2.96575 2.71054
H -0.72649 2.36510 -2.29140
H 3.01668 -2.03477 -1.71707
H 0.81237 -3.38124 0.08305
H -1.25798 -3.29579 2.78275
H -0.10147 -2.03004 2.29215
H -2.23528 1.44146 -2.21612
H -0.29079 3.64396 1.07152
H -0.33492 0.13798 2.34642
H 4.62595 -2.18143 1.46250
H -0.93790 -3.33295 -0.17150
H -4.21428 1.58242 -0.30966
H -5.78736 0.17164 0.28459
H -5.12185 -1.51661 -2.18968
H -1.09491 1.17053 -3.54638
H -1.50468 -2.43433 -2.90592
H -2.46522 3.17778 0.26384
H 6.54842 -1.14717 0.37387
H -4.77353 0.20748 -2.04635
H 5.56706 -1.11367 -2.12905
H 5.30035 -2.58454 -1.17685
H -6.06102 -1.57224 0.09087
H 4.33271 -0.46753 1.83675
H 1.44847 1.40338 1.79775
H -2.33153 -0.86940 -2.99706
H -2.58734 -1.92692 -1.59293
H 0.14510 -3.62505 -1.53722
H -1.24526 -1.72573 3.62339
H 3.35886 -0.28405 -1.66330
H -6.44815 -0.35749 -2.04395
*
```

Properties
SMILES: CCOc1ccc(CNS(=O)(=O)c2c(C(=O)N3CCCC3)c(C)n(C)c2C)cc1OC
HOMO-LUMO gap (hartree): 0.3165
ΔE to the lowest compared entry with this formula, charge and spin (kcal/mol): 33.7
Energy (eV): -48860.5010
HOMO (eV): -8.0

Here are the Mulliken charges for atoms 1 to 5, given in e:
1 S 1.512
2 O -0.674
3 O -0.441
4 O -0.786
5 O -0.820


4.
Entry from the OMol25 dataset: C22H31N4O6W as an isolated structure (ωB97M-V/def2-TZVPD).

Geometry as ORCA input:
```
! wB97M-V def2-TZVPD RIJCOSX def2/J DEFGRID3
* xyz 3 1
W -0.00436 0.13872 0.51681
O 0.79599 -1.73811 0.81739
O 1.02669 -4.78230 1.48363
O -3.54022 -3.40748 0.73638
O -1.53746 -1.05973 0.39474
O -1.81398 -5.77114 1.51283
O -1.05291 1.14033 -1.02875
N -2.54514 2.52815 -1.95195
N -3.29882 0.58747 -0.99286
N 2.70682 -0.78762 -3.43029
N 1.40660 -0.16302 -1.30909
C -3.12424 0.06170 2.95333
C -2.36190 -3.44948 0.90359
C 0.02925 -4.15848 1.31363
C -0.97550 1.30889 2.35602
C 3.30477 1.53596 1.39209
C -0.45443 2.29548 1.51997
C -1.45197 -4.67361 1.27248
C 1.34807 0.38964 2.49735
C -1.37824 -2.34650 0.76056
C 0.86799 2.21344 1.00462
C 2.76221 -0.72449 -0.98681
C -2.35858 1.38353 2.96775
C 1.63597 1.03255 -2.17873
C -2.30119 1.39210 -1.30644
C 2.65764 0.70394 -3.28330
C -0.04931 0.25477 2.71387
C 1.31010 -1.32295 -3.52330
C 0.67624 -1.19061 -2.12909
C 3.37712 -1.38477 -2.22624
C 1.83627 1.34517 1.61355
C -0.10327 -2.69922 0.99371
C -3.20868 2.51605 2.39642
H 3.52466 2.01248 0.43759
H -4.00450 0.15554 3.58566
H -4.17588 2.51630 2.89582
H 3.20796 -2.46022 -2.26360
H -0.36612 -0.89358 -2.23552
H 4.44776 -1.19839 -2.29301
H 2.68104 -1.45169 -0.18384
H 3.22712 -1.03411 -4.27512
H 3.86077 0.60504 1.48491
H -2.13602 1.63311 4.01501
H 0.67572 1.32953 -2.59152
H -1.09419 3.08910 1.15560
H 0.78992 -0.74257 -4.28393
H -3.10913 -0.29778 -0.54228
H -0.40031 -0.56882 3.32440
H 3.66852 2.20741 2.17466
H 1.35615 -2.36178 -3.84549
H -3.47259 2.78546 -2.25453
H -3.46674 -0.17788 1.94619
H 2.02092 -0.33342 2.94358
H 2.01927 1.85063 -1.57319
H 3.37426 0.10556 -0.64872
H -2.77280 3.50155 2.55965
H 3.66588 1.03422 -3.03779
H 0.71796 -2.13252 -1.58451
H -3.39290 2.37614 1.32781
H -4.25053 0.79917 -1.25411
H 1.20030 2.96147 0.29668
H -1.79621 3.16894 -2.15353
H 2.37271 1.13681 -4.24059
H -2.55450 -0.78410 3.33988
*
```

Properties
HOMO-LUMO gap (spin up / spin down) (hartree): 0.2187 / 0.2187
ΔE to the lowest compared entry with this formula, charge and spin (kcal/mol): 8.5
Energy (eV): -43362.4113
HOMO (spin up / spin down) (eV): -16.8 / -16.8

Here are the Mulliken charges for atoms 1 to 5, given in e:
1 W 1.563
2 O -0.849
3 O -0.442
4 O -0.458
5 O 0.397